Entry 1:
# C5H40NO15

A cluster of 16 separate species, C5H40NO15 in total (the ωB97M-V functional and the def2-TZVPD basis, the OMol25 dataset).

Total charge ... +1
Spin multiplicity ... 1
HOMO ... -0.478 Eh
ΔE to the lowest compared entry with this formula, charge and spin ... 107.0 kcal per mole
Total energy ... -38029.2027 eV

Last column: Mulliken charge in e.
Geometry (Å):
N -0.15787 -0.79253 -2.78172  0.222
O -1.77977 -2.79413 2.50373  -0.627
O -3.08906 -1.15555 -0.25844  -0.564
H -2.10113 -3.19083 3.32100  0.273
H -2.14009 -1.89485 2.56036  0.272
H -0.68509 -1.96054 0.75881  0.269
H 2.51032 0.87210 4.11579  0.295
H -3.88727 1.18668 -2.09266  0.289
H 1.45767 -1.69271 2.77002  0.342
H 0.90150 4.80769 -0.62860  0.311
H 3.98230 0.71717 1.25238  0.244
H -2.47919 4.50558 0.85691  0.307
H 1.94607 4.52353 0.49498  0.301
H 1.55991 1.50621 3.08651  0.289
O 1.82001 -3.27073 0.02373  -0.642
O 3.19928 -1.99968 -1.90213  -0.582
H 1.53856 -0.81252 -3.95193  0.264
O -2.67586 3.60756 0.56322  -0.635
H 0.97426 1.64227 0.38346  0.480
H 0.73257 -0.17534 0.39426  0.035
O -0.42864 1.33670 4.19030  -0.597
H 0.89999 -3.25400 -0.27070  0.328
H 1.63901 -3.15575 2.46373  0.297
H 1.94429 -4.05737 0.56005  0.266
C 0.27138 0.81879 0.32775  -0.921
O -3.52390 0.36515 -2.43866  -0.544
H 1.08735 1.39262 -3.88125  0.430
O 1.44885 -2.55684 3.19284  -0.618
H -1.50866 0.25022 -0.69471  -1.346
H -0.28585 1.90048 4.96192  0.288
O 2.36276 0.96927 3.16951  -0.667
H -2.43504 3.48707 -0.35653  0.282
O -2.78138 1.79909 2.25647  -0.694
H -3.73422 1.80236 2.13742  0.254
H -1.15552 -3.37455 -1.49838  0.376
H -0.33465 0.75879 1.24660  0.298
H -1.85959 -3.59277 -2.77298  0.358
H 2.79433 0.83691 -1.92141  0.308
H -3.24559 -0.21498 -0.14365  0.118
O 1.05897 4.86066 0.31883  -0.623
C 0.11400 0.49190 -2.20185  0.249
H 2.98837 -2.23327 -0.97647  0.295
H -2.48167 2.47217 1.54990  0.494
O -0.97949 -3.72967 -2.39463  -0.614
H -1.01332 1.88485 -1.00596  0.179
H -3.62896 -1.60853 0.40005  0.309
H -3.30720 0.53545 -3.35813  0.281
C 0.70538 1.46620 -2.87831  -0.811
C -0.62164 0.86675 -0.91530  1.554
O 3.25775 0.51606 0.64430  -0.496
O 3.20903 1.69067 -2.11270  -0.606
H -0.81643 -1.40341 -2.28525  0.155
H -1.68944 -2.95252 0.67809  0.208
H 0.79977 2.37190 -2.29453  0.181
C 0.66893 -1.35234 -3.57268  -0.157
H -1.32883 1.56357 3.91079  0.298
H 0.82344 -2.40579 -3.80277  0.289
H 2.53834 0.66011 1.27900  0.338
H 4.16175 -1.97492 -1.80035  0.322
H 3.71525 1.76102 -1.29127  0.361
O -0.95603 -2.62145 0.11124  -0.563

Forces on the atoms, in the same order (eV/Å):
N 1.0 -1.0 0.7
O -0.8 0.5 0.4
O -0.2 -0.2 0.3
H 0.2 -0.3 0.0
H 0.2 -0.1 0.1
H 0.7 0.3 -0.4
H -0.1 -0.1 0.0
H -0.1 0.0 -0.3
H 0.1 0.2 0.1
H 0.4 0.0 0.0
H 0.3 -0.2 -0.3
H 0.1 0.0 -0.3
H -0.1 0.1 -0.3
H -0.1 -0.2 0.4
O 0.2 0.2 0.2
O 0.6 0.2 0.7
H -0.5 0.5 0.2
O -0.2 0.4 -0.4
H 0.2 -0.1 -0.1
H 0.7 0.3 -0.4
O -0.1 0.3 0.1
H -0.1 -0.3 0.3
H 0.0 0.1 0.1
H -0.1 -0.2 -0.2
C -0.8 -1.2 0.7
O 0.2 0.1 0.1
H 0.2 0.1 -0.1
O 0.0 0.0 -0.1
H 0.7 0.0 -0.6
H 0.0 -0.2 -0.1
O -0.2 0.3 -0.1
H 0.2 0.5 -0.1
O 0.7 0.2 -0.7
H -0.1 0.0 0.2
H 0.5 -0.3 -0.1
H -0.1 0.8 -0.3
H 0.1 -0.4 -0.4
H 0.1 0.0 -0.2
H -0.4 0.0 0.1
O -0.3 -0.1 0.2
C -1.9 1.5 -0.2
H -0.7 -0.1 -0.4
H -0.6 -1.1 1.4
O -0.8 0.9 0.3
H 0.2 -0.1 -0.3
H -0.1 0.2 -0.1
H -0.1 0.2 -0.2
C -0.3 -0.3 0.4
C -0.1 -0.4 0.8
O 0.2 0.3 0.4
O 0.2 -0.4 0.5
H -0.1 0.1 -0.2
H 0.4 -0.5 -0.7
H 0.2 0.2 -0.6
C 2.0 -0.4 -0.3
H 0.0 -0.1 -0.3
H -1.5 -0.1 0.2
H 0.1 -0.3 -0.3
H 0.0 0.2 -0.7
H 0.1 0.3 -0.1
O -0.2 -0.2 0.6

=====

Entry 2:
# C5H42NO15

A cluster of 16 separate species, C5H42NO15 in total (the ωB97M-V functional and the def2-TZVPD basis, the OMol25 dataset).

Total charge ... +1
Spin multiplicity ... 1
HOMO ... -0.448 Eh
ΔE to the lowest compared entry with this formula, charge and spin ... 0.0 kcal per mole
Total energy ... -38066.1652 eV

Last column: Mulliken charge in e.
Geometry (Å):
H 3.26403 0.01083 -0.83416  0.165
H -4.06374 -1.57602 1.95584  0.301
H 0.73452 2.37874 2.34869  0.492
H 4.10435 1.45783 1.72173  0.328
O -1.27252 -2.96894 1.20529  -0.673
C -1.63102 -0.18236 -1.03809  -0.124
H -3.30249 1.08250 -1.20660  0.438
O -1.63131 -1.83909 -3.47889  -0.687
H -0.22510 0.37431 2.92542  0.357
H -1.13831 2.40150 -2.51857  0.289
C 2.56369 0.33726 -1.66154  -1.097
H -0.46804 -1.93316 2.19567  0.405
H -1.49267 2.07931 1.97355  0.526
O -3.30286 -1.21981 1.48517  -0.660
H -1.01543 3.27134 -1.23120  0.295
O -0.42026 1.32742 3.04600  -0.661
O -0.70372 -3.24713 -1.37847  -0.832
C 1.30508 0.72974 -1.52810  -0.492
O -0.19447 4.09397 0.10552  -0.591
H -2.63758 -1.90198 1.37267  0.375
H 0.51674 3.78823 0.68128  0.245
H -2.28066 1.50811 -0.02134  -0.134
H -1.09120 -2.99857 0.26196  0.330
H 1.35490 0.70711 0.66644  -0.463
H 2.67786 1.92535 2.04049  0.368
H 3.07682 0.37311 -2.62717  0.332
H -0.86414 0.84891 -4.99204  0.304
O 2.64893 -1.33694 2.33536  -0.825
H 0.08323 1.79584 -0.04504  -1.196
H 3.13229 -1.89597 0.84202  0.456
H -1.65565 -2.50046 -4.19412  0.313
O -0.74752 0.64922 -4.05990  -0.617
H -1.25746 -2.33801 -2.71887  0.371
H -1.32646 -3.91002 1.49499  0.288
O 1.66736 -2.59512 -2.02593  -0.732
H 1.75571 -1.30672 2.45355  0.371
H 0.31567 -3.03628 -1.57642  0.488
C 0.59536 0.78325 -0.19234  3.127
O -2.02874 2.57970 1.34327  -0.869
O 3.31741 1.26515 2.23289  -0.707
O 1.35879 3.05647 2.04933  -0.802
H -0.83837 -0.33640 1.02784  -0.613
H 4.13901 -2.80169 0.09555  0.259
H -0.73653 1.42877 3.93904  0.270
H -0.20682 5.02100 0.09247  0.258
H -1.49567 3.27168 0.88761  0.477
H 0.03634 -1.25282 -0.23694  0.630
H 0.66807 1.01558 -2.29826  0.310
H 2.34897 -2.52321 -1.30505  0.411
C -0.45843 -0.30039 -0.07091  -0.076
H -2.03820 -1.18561 -1.29875  0.608
H -1.04294 -0.31238 -3.92408  0.325
H -0.77827 -4.16855 -1.65193  0.272
H 1.54296 3.63329 2.74671  0.269
N -2.71989 0.70974 -0.45750  0.194
O -1.58959 2.68979 -1.74669  -0.650
H -1.28986 0.31541 -2.01679  -0.882
O 0.01129 -1.33090 2.89574  -0.693
H -0.02409 -1.78691 3.78769  0.225
H -3.23358 0.18481 0.29436  0.493
H 2.94819 -0.38645 2.36663  0.436
H 1.60359 -1.73959 -2.48546  0.333
O 3.43244 -2.18376 -0.04959  -0.656

Forces on the atoms, in the same order (eV/Å):
H -1.3 0.5 -0.8
H 0.2 -0.1 -0.1
H -0.4 -0.1 0.6
H 0.1 0.1 -0.1
O -0.3 -1.2 1.6
C 0.1 0.5 -1.3
H -0.1 -0.2 0.2
O 0.0 -0.8 -0.6
H -0.1 -0.3 0.2
H 0.7 -0.2 -1.2
C 1.5 0.1 0.1
H 0.9 0.8 1.6
H 0.2 0.2 0.0
O -0.7 0.9 0.1
H 0.3 0.1 -0.2
O 0.3 -0.1 -0.3
O 1.2 -0.2 -0.2
C 0.6 -0.3 2.4
O -0.4 -1.4 -0.6
H 0.1 -0.7 0.1
H 0.5 0.0 0.4
H 0.2 0.9 0.7
H 0.4 -0.2 -1.3
H -1.0 -0.2 -1.3
H -1.0 1.4 -0.4
H -0.4 -0.1 0.1
H 0.0 0.0 0.0
O 4.5 0.6 -0.6
H 0.8 -1.4 -0.4
H -0.1 0.0 0.3
H -0.1 0.5 0.3
O -0.3 -1.1 0.3
H -0.2 0.1 -0.1
H 0.1 1.0 -0.3
O -0.2 -0.2 -0.1
H -4.1 0.0 0.6
H -0.8 0.0 0.1
C 0.6 1.4 1.4
O -0.6 0.5 -0.7
O 1.4 -1.4 0.5
O 0.0 -0.8 -2.3
H 0.4 0.1 -2.0
H 0.5 -0.4 0.1
H -0.2 0.1 0.5
H 0.1 2.1 0.0
H -0.1 -0.5 0.7
H 0.0 -0.1 0.0
H -0.4 0.4 -1.8
H -0.1 0.3 -0.2
C -0.7 -0.2 1.9
H -0.1 1.0 0.5
H 0.4 1.4 -0.4
H -0.2 -0.1 0.0
H 0.3 1.4 1.9
N 0.0 -2.0 -0.5
O -1.0 0.4 0.8
H -0.7 -0.9 1.7
O -1.0 -1.6 0.4
H 0.0 0.6 -1.7
H 0.2 0.3 -0.8
H -0.2 -0.8 0.0
H 0.3 -0.3 0.4
O -0.3 0.1 -0.4

=====

Entry 3:
# C5H4AlLiO6

A structure of composition C5H4AlLiO6 (the ωB97M-V functional and the def2-TZVPD basis, the OMol25 dataset).

Total charge ... +3
Expectation value of S² ... 0.8941
Spin multiplicity ... 2
HOMO (spin up / spin down) ... -0.732 / -0.687 Eh
Total energy ... -24298.1742 eV

Last column: Mulliken spin population.
Geometry (Å):
H 4.21968 -1.98143 1.08068  -0.006
C 3.15306 -2.16184 0.92208  0.122
O 5.67550 -2.78196 -2.31030  0.128
Al -0.19889 -0.42915 1.18856  -0.095
O 4.18657 -1.46973 -1.32936  0.001
O -1.49542 0.51100 1.68634  0.007
O 3.77690 -3.66959 -1.59954  0.073
Li 5.28345 -4.71415 -2.37934  -0.001
H 2.66993 -3.03079 1.37922  0.039
C -2.36110 1.13704 2.16258  -0.006
C 2.85875 -1.33442 -0.88031  -0.014
C 2.30594 -1.00786 0.81262  0.621
O -3.16002 1.74962 2.70220  0.001
C 4.56035 -2.70226 -1.75292  -0.019
H 2.13184 -1.90083 -1.47795  0.017
O 1.16276 -0.94340 1.25244  0.059
H 2.57169 -0.35563 -1.29530  0.073

Forces on the atoms, in the same order (eV/Å):
H 0.0 -0.3 -0.9
C -1.7 3.0 2.1
O -1.3 0.3 0.9
Al -9.7 2.9 -0.5
O -1.6 1.8 1.3
O 2.3 -1.8 -1.6
O -0.3 0.3 0.6
Li 0.2 -0.2 -0.2
H 0.1 -0.5 -0.8
C -5.5 4.3 3.8
C 0.2 0.1 -2.7
C 9.5 -3.9 -1.5
O 1.9 -1.6 -1.6
C 1.6 -1.8 -1.5
H 0.2 -1.1 0.8
O 3.7 -2.5 1.0
H 0.2 0.8 1.0

=====

Entry 4:
# C5H4BeO

A structure of composition C5H4BeO (the ωB97M-V functional and the def2-TZVPD basis, the OMol25 dataset).

Spin multiplicity ... 1
HOMO (spin up / spin down) ... -0.250 / -0.250 Eh
ΔE to the lowest compared entry with this formula, charge and spin ... 176.8 kcal per mole
Total energy ... -7684.3727 eV

Last column: Mulliken charge in e.
Geometry (Å):
H -1.57446 1.88000 0.85532  0.264
Be 1.03767 2.41536 -0.83516  -0.103
C 1.94784 -0.74812 -0.26626  0.558
C -2.08390 -0.08672 -0.42582  -0.850
C 0.96124 0.01305 0.10164  -0.659
O 2.89117 -1.31353 -0.65578  -0.408
H -1.79039 -1.10543 -0.71598  0.310
H -3.08966 -0.31136 -0.80243  0.321
C -0.32721 0.21921 0.21670  0.779
H -2.85536 0.95506 0.16145  0.435
C -1.49144 0.81696 0.62211  -0.647

Forces on the atoms, in the same order (eV/Å):
H 0.0 -0.2 0.3
Be 0.1 0.2 -0.1
C -0.2 0.1 -0.2
C -4.1 0.3 -2.1
C -0.4 -0.2 -0.8
O -0.4 0.3 0.3
H 0.4 0.0 1.8
H -0.8 1.3 -0.2
C 0.6 2.2 2.6
H 2.5 -2.5 -1.0
C 2.3 -1.5 -0.8

=====

Entry 5:
# C5H4Br2N2O3

The molecule C5H4Br2N2O3 (the ωB97M-V functional and the def2-TZVPD basis, the OMol25 dataset).

Spin multiplicity ... 1
HOMO ... -0.351 Eh
ΔE to the lowest compared entry with this formula, charge and spin ... 64.2 kcal per mole
Total energy ... -154450.7400 eV
SMILES ... O=C(Br)/N=C\[C@H](Br)C=C=[N+]([O-])O

Last column: Mulliken charge in e.
Geometry (Å):
H -2.64817 2.49154 -1.08892  0.330
H -0.75473 -1.28049 -1.83767  0.409
C -0.36612 -0.81694 -0.90067  -0.188
O 0.54101 1.97783 1.43117  -0.466
O -2.41658 1.62414 -0.84466  -0.409
H 1.30507 -2.16141 1.94899  0.348
N 1.23413 -0.22485 1.66996  -0.316
Br 1.06675 -3.31884 -0.57329  -0.091
C 0.03432 -1.80589 0.22859  0.188
H -0.94524 -2.04051 0.75160  0.315
O -0.45768 2.49305 -1.57571  -0.583
C 1.17924 0.99847 1.20183  0.523
C 0.88649 -1.33789 1.26305  -0.150
Br 2.82748 1.41382 0.02999  -0.208
C -0.47433 0.44066 -0.63830  -0.521
N -1.01163 1.54731 -1.06596  0.818

Forces on the atoms, in the same order (eV/Å):
H -0.2 2.2 -0.6
H 0.5 0.4 0.7
C -0.3 -1.9 0.4
O 0.0 -1.1 0.7
O 1.2 -2.4 0.8
H -0.9 0.8 -1.1
N 0.6 0.7 0.5
Br -0.9 0.4 0.3
C -1.8 0.2 -2.8
H 1.1 -0.8 -0.8
O 0.0 0.7 0.0
C 0.6 3.5 -1.2
C 2.0 -2.2 3.5
Br -0.4 -0.6 0.3
C -1.3 1.4 -0.4
N -0.1 -1.3 -0.3